Record 1
{"formula": "CH5N3S", "method": "ωB97M-V/def2-TZVPD", "symbols": ["S", "N", "N", "N", "C", "H", "H", "H", "H", "H"], "positions_angstrom": [[-1.97539, -0.42147, -0.36409], [1.09594, -1.13201, 0.00430], [1.14295, 0.13908, -0.60110], [-0.87837, 0.77328, 0.36848], [0.31166, 1.00609, -0.35914], [-1.24203, -1.66131, -0.09541], [0.60249, 2.14226, -0.56066], [1.99393, -1.37276, 0.32742], [-1.32835, 1.59249, 0.62551], [0.27718, -1.06565, 0.65469]], "lumo_energy_ha": 0.023, "energy_ev": -16420.9356, "e_homo_ev": -8.761, "orbital_gap_ha": 0.34542, "charge": 0, "relative_energy_kcal_mol": 55.0}

Record 2
{"formula": "C4H9NO", "method": "ωB97M-V/def2-TZVPD", "symbols": ["O", "N", "C", "C", "C", "C", "H", "H", "H", "H", "H", "H", "H", "H", "H"], "positions_angstrom": [[-0.33880, -0.02167, 2.54653], [0.10489, 0.33233, 0.39082], [-0.65449, 0.48231, 1.44779], [1.42368, -0.79328, 1.35768], [-0.21634, 0.83053, -0.93199], [-0.75353, -0.26855, -1.85547], [-0.95083, 0.12762, -2.86027], [-0.95151, 1.64864, -0.85493], [0.69388, 1.26974, -1.36663], [1.06506, -1.74776, 1.01837], [1.67848, -0.78284, 2.40320], [-0.02839, -1.08728, -1.94562], [-1.68699, -0.68310, -1.45400], [-1.57592, 1.06250, 1.36494], [2.19081, -0.36921, 0.73958]], "lumo_energy_ha": 0.017, "energy_ev": -7828.7759, "e_homo_ev": -9.104, "orbital_gap_ha": 0.35118, "charge": 0, "relative_energy_kcal_mol": 81.7}

Record 3
{"formula": "C48H68FeN3O6P2S2", "method": "ωB97M-V/def2-TZVPD", "symbols": ["Fe", "S", "S", "P", "P", "O", "O", "O", "O", "O", "O", "N", "N", "N", "C", "C", "C", "C", "C", "C", "C", "C", "C", "C", "C", "C", "C", "C", "C", "C", "C", "C", "C", "C", "C", "C", "C", "C", "C", "C", "C", "C", "C", "C", "C", "C", "C", "C", "C", "C", "C", "C", "C", "C", "C", "C", "C", "C", "C", "C", "C", "C", "H", "H", "H", "H", "H", "H", "H", "H", "H", "H", "H", "H", "H", "H", "H", "H", "H", "H", "H", "H", "H", "H", "H", "H", "H", "H", "H", "H", "H", "H", "H", "H", "H", "H", "H", "H", "H", "H", "H", "H", "H", "H", "H", "H", "H", "H", "H", "H", "H", "H", "H", "H", "H", "H", "H", "H", "H", "H", "H", "H", "H", "H", "H", "H", "H", "H", "H", "H"], "positions_angstrom": [[0.23782, -0.90918, 0.56905], [2.68529, -0.56835, 1.69445], [-3.01683, -3.83715, 1.55379], [0.14955, -2.83006, -2.28750], [-1.20974, 2.20677, 1.49901], [0.11290, -1.17429, 2.62786], [1.66952, -0.11681, -0.68578], [-0.23726, 0.79958, -1.30055], [3.41604, 4.79539, -5.64402], [-0.91362, 0.74826, 1.24411], [5.20233, 3.72013, -5.11140], [0.83866, -3.10345, 0.89901], [4.01269, 3.94127, -5.02102], [1.04571, -1.68592, 3.39918], [-0.26041, 1.67872, 4.03821], [-2.78265, 2.64759, -1.82932], [-1.59550, -4.58372, -3.88506], [-1.99359, -0.06919, 4.56168], [-1.59219, -1.89909, 0.58213], [0.00449, -1.68629, -5.00761], [-1.49045, -3.14785, 1.12429], [1.77885, 1.56559, -2.33990], [1.55283, -2.94684, 5.33340], [-2.84271, 2.60667, 0.76039], [0.99611, 0.70317, -1.38835], [0.05175, 4.79391, 1.29259], [1.18395, -5.68025, 1.85503], [-0.35039, -1.53120, -3.52870], [3.23105, 3.10962, -4.07852], [-1.82535, -1.17150, -3.32162], [1.87104, 3.33160, -3.97259], [3.15126, 1.36546, -2.46752], [2.61172, 3.50767, 0.65744], [1.14468, 2.54419, -3.09447], [0.64494, -2.42822, 4.45492], [3.29982, -1.96094, 4.02067], [2.56291, 4.98510, 1.11035], [2.04772, -3.66359, 0.92829], [-3.25224, 4.08880, 0.69440], [3.89057, 2.13994, -3.34524], [-3.09468, 0.78886, 3.88908], [0.12601, 3.29249, 0.88727], [-2.95971, -1.49256, 0.53275], [-0.21917, -3.82617, 1.30036], [-0.59520, -5.47340, -1.78229], [-3.82467, -2.42932, 1.01566], [-0.86743, 0.79553, 5.12920], [-1.34264, 2.52976, 3.30171], [-0.07581, -5.11843, 1.80469], [1.33428, 5.27507, 1.97177], [-3.34792, 4.06033, -1.80306], [2.91456, -2.69730, 5.11055], [2.89093, -2.53416, -2.67506], [2.35560, -1.43748, 3.11257], [1.77203, -3.56765, -2.82192], [1.48398, 2.68779, 1.27436], [-1.08982, -4.20971, -2.48835], [1.89841, -4.30819, -4.15513], [-3.10525, 1.85590, -0.56371], [-2.80849, 4.79514, -0.58359], [2.27013, -4.94821, 1.39019], [-2.73294, 2.27321, 3.90330], [1.25853, 6.34834, 2.15850], [3.65882, -3.09020, 5.79075], [-0.26006, -5.28177, -0.76664], [3.86351, -3.02797, -2.74916], [-3.22044, 0.45042, 2.85657], [1.43852, 4.79821, 2.95049], [0.19582, -0.66371, -3.16612], [-0.42496, -2.55895, 4.52515], [1.75021, -3.65314, -5.01012], [2.90780, -4.72399, -4.23417], [-1.56613, -0.74342, 3.81532], [2.52860, 3.44460, -0.43178], [0.23305, 1.01140, 3.32832], [-3.30455, -0.54719, 0.13747], [-2.50058, -1.87117, -3.81324], [2.84147, -1.78650, -3.47222], [3.46477, 5.24483, 1.66690], [-0.79187, 4.99382, 1.95288], [-2.01589, -0.17801, -3.73500], [-3.49223, 2.14380, 1.50535], [-0.94748, -5.67094, 2.13035], [0.50445, 2.33259, 4.46170], [3.27227, -5.35266, 1.40026], [0.23364, -5.92814, -2.32942], [-4.05779, 0.64917, 4.38342], [-0.83732, -5.10555, -4.46888], [3.56746, 3.05178, 0.92025], [1.40454, 4.10051, -4.56978], [-0.40154, -2.59491, -5.45215], [-1.92879, -3.72772, -4.46375], [3.62516, 0.60333, -1.86524], [-3.49717, 2.87394, 3.40670], [-3.16427, 2.09656, -2.69221], [-4.90047, -2.36830, 1.07615], [1.92192, -4.31806, -2.03474], [4.95537, 2.00788, -3.46492], [1.20178, -5.14029, -4.23743], [4.34049, -1.75979, 3.81147], [-0.11050, 5.40504, 0.40440], [1.08321, -1.68510, -5.16216], [2.84215, -2.00190, -1.72464], [-2.91481, 4.62665, 1.58329], [-1.39934, -6.21217, -1.73478], [-2.71228, 2.63153, 4.93499], [-0.40089, -0.83570, -5.56468], [-3.14839, 5.83298, -0.56480], [-1.12100, 3.59179, 3.42559], [1.55308, 1.65650, 0.94096], [-4.34727, 4.12117, 0.72167], [-0.07917, 0.16579, 5.54945], [-3.09200, 4.59528, -2.72016], [1.31975, -6.68288, 2.24000], [1.20483, -3.53163, 6.17183], [2.86479, -3.04126, 0.58679], [-2.42304, -0.68351, 5.35545], [-4.44253, 4.02230, -1.75067], [-4.16111, 1.56608, -0.58121], [-2.44783, -5.26224, -3.78346], [0.04402, 3.19748, -0.20380], [-1.69477, 2.68462, -1.93602], [-1.71957, 4.81414, -0.65079], [-2.08385, -1.13931, -2.26016], [-1.24224, 1.40604, 5.95548], [1.59739, 2.66040, 2.36078], [-2.50678, 0.94478, -0.57419], [2.53851, 5.64271, 0.23750], [-1.94549, -3.82471, -1.92048], [0.07500, 2.67932, -2.99867]], "spin_multiplicity": 6, "lumo_energy_ha": [-0.019, -0.020], "energy_ev": -142269.9454, "e_homo_ev": [-7.587, -7.602], "orbital_gap_ha": [0.26024, 0.25891], "charge": 0, "s_squared": 8.760, "relative_energy_kcal_mol": 6.7}

Record 4
{"formula": "C3H13N3", "method": "ωB97M-V/def2-TZVPD", "symbols": ["N", "N", "N", "C", "C", "C", "H", "H", "H", "H", "H", "H", "H", "H", "H", "H", "H", "H", "H"], "positions_angstrom": [[1.95718, -2.33209, -2.28927], [-0.53557, 2.18920, 2.30500], [1.34556, -1.20655, -4.34522], [-2.23218, 1.12480, 3.58087], [-1.38236, 0.98572, 2.38594], [1.34518, -1.19286, -2.91503], [0.70914, -1.88551, -4.75033], [2.84102, -2.44099, -2.83470], [-0.75586, 2.82969, 2.94472], [-2.07549, 0.79456, 1.49173], [-1.50258, 1.11586, 4.36574], [-2.88990, 0.21779, 3.68000], [-0.36996, 2.58277, 1.37255], [2.35845, -1.32610, -4.57925], [2.05123, -2.28981, -1.26314], [2.08423, -0.41503, -2.54165], [-2.72689, 2.08290, 3.36320], [0.41891, -0.91918, -2.49137], [-0.64012, 0.08482, 2.52021]], "lumo_energy_ha": 0.033, "energy_ev": -7790.4340, "e_homo_ev": -8.764, "orbital_gap_ha": 0.35533, "charge": 0, "relative_energy_kcal_mol": 36.7}